[1]
The following is a quantum chemistry calculation of the ion C4H9N2O2 with charge +1, from the Open Molecules 2025 dataset.

The value obtained for the LUMO energy is -4.461 eV. Its structure (SMILES) is C[N+]1(C)C[C@@H]1[N+](=O)[O-]. The HOMO-LUMO gap is 11.438 eV. The molar mass is 117.1 g/mol. As for the energy above the lowest of the compared OMol25 structures with the same formula, charge and spin: 158.9 kcal/mol. As for the strongest force on any atom: 3.9 eV Å⁻¹. The HOMO energy is -15.90 eV.

Geometry as ORCA input:
```
! wB97M-V def2-TZVPD RIJCOSX def2/J DEFGRID3
* xyz 1 1
C -0.985 -0.834 -0.185
N 0.184 0.053 0.065
C 0.315 0.979 -1.164
C 0.431 0.370 1.447
C 1.430 -0.699 0.459
N 2.768 -0.100 0.149
O 3.621 -0.861 -0.039
O 2.820 1.078 0.142
H -0.747 -1.434 -1.092
H -0.926 -1.427 0.706
H -1.937 -0.369 0.019
H -0.557 1.646 -1.323
H 1.261 1.458 -1.262
H 0.406 0.350 -2.004
H -0.103 -0.082 2.283
H 0.944 1.345 1.664
H 1.375 -1.787 0.355
*
```

=====

[2]
The following is a quantum chemistry calculation of a structure of composition C48H55N7P2STi, from the Open Molecules 2025 dataset.

The value obtained for the LUMO energy (spin up / spin down) is -8.211 / -7.990 eV. The HOMO-LUMO gap (spin up / spin down) is 7.115 / 7.337 eV. The molar mass is 871.9 g/mol. As for the energy above the lowest of the compared OMol25 structures with the same formula, charge and spin: 0.0 kcal/mol. As for the expectation value of S²: 0.754. As for the strongest force on any atom: 1.3 eV Å⁻¹. The HOMO energy (spin up / spin down) is -15.33 / -15.33 eV.

Geometry as ORCA input:
```
! wB97M-V def2-TZVPD RIJCOSX def2/J DEFGRID3
* xyz 3 2
Ti 0.104 0.294 0.195
C -3.621 2.556 0.243
C -3.416 1.209 0.935
P -1.821 0.956 1.838
C -1.578 2.444 2.866
C -1.227 3.633 2.217
C -1.074 4.815 2.926
C -1.240 4.819 4.305
C -1.532 3.635 4.965
C -1.703 2.454 4.255
C -2.322 -0.373 2.985
C -1.634 -1.583 3.007
C -1.962 -2.565 3.931
C -3.005 -2.362 4.821
C -3.729 -1.176 4.779
C -3.385 -0.184 3.873
C -3.019 2.632 -1.164
P -1.343 1.909 -1.472
C -0.159 3.297 -1.358
C 0.891 3.133 -0.455
C 1.879 4.088 -0.289
C 1.819 5.247 -1.050
C 0.772 5.439 -1.946
C -0.214 4.472 -2.100
C -1.501 1.523 -3.254
C -1.103 0.281 -3.748
C -1.237 -0.027 -5.095
C -1.783 0.902 -5.966
C -2.219 2.129 -5.480
C -2.088 2.436 -4.135
H -3.261 3.369 0.867
H -4.694 2.718 0.138
H -3.474 0.396 0.206
H -4.202 1.037 1.665
H -1.061 3.640 1.150
H -0.829 5.733 2.403
H -1.133 5.741 4.862
H -1.631 3.626 6.043
H -1.920 1.544 4.797
H -0.839 -1.779 2.302
H -1.380 -3.480 3.977
H -3.258 -3.123 5.547
H -4.553 -1.016 5.462
H -3.948 0.743 3.870
H -2.985 3.666 -1.505
H -3.662 2.080 -1.849
H 0.921 2.246 0.173
H 2.674 3.946 0.434
H 2.584 6.006 -0.941
H 0.723 6.350 -2.528
H -1.015 4.647 -2.807
H -0.706 -0.467 -3.077
H -0.920 -0.997 -5.461
H -1.891 0.668 -7.018
H -2.673 2.849 -6.150
H -2.466 3.388 -3.784
N -1.137 -5.521 1.685
C 0.087 -5.278 1.206
N 0.743 -6.318 0.675
S 0.768 -3.719 1.232
H -1.513 -6.453 1.756
H -1.657 -4.768 2.101
H 0.413 -7.265 0.781
H 1.708 -6.191 0.425
C 3.878 -1.743 -4.558
C 3.026 -1.216 -3.444
C 2.538 0.091 -3.460
C 1.716 0.531 -2.451
N 1.348 -0.241 -1.406
C 1.858 -1.489 -1.364
C 2.670 -2.001 -2.347
H 3.263 -1.890 -5.450
H 4.335 -2.697 -4.305
H 4.658 -1.030 -4.826
H 2.788 0.763 -4.273
H 1.340 1.542 -2.472
H 1.600 -2.104 -0.510
H 3.039 -3.016 -2.252
N -1.082 -1.240 -0.371
C -1.544 -2.008 -1.090
C -2.091 -2.987 -1.958
C -1.535 -4.268 -1.987
C -2.073 -5.206 -2.845
C -3.148 -4.867 -3.663
C -3.689 -3.584 -3.639
C -3.164 -2.633 -2.787
H -0.695 -4.509 -1.343
H -1.657 -6.204 -2.881
H -3.570 -5.611 -4.328
H -4.519 -3.330 -4.285
H -3.567 -1.628 -2.760
C 5.774 0.154 1.163
C 4.945 0.087 -0.102
N 3.569 0.476 0.214
C 2.972 0.101 1.355
N 1.644 0.395 1.530
C 1.171 0.523 2.957
C 2.228 0.186 3.990
C 2.991 -1.019 3.474
N 3.674 -0.570 2.254
C 5.140 -0.762 2.188
H 5.786 1.181 1.533
H 6.803 -0.148 0.981
H 4.943 -0.930 -0.503
H 5.318 0.755 -0.875
H 3.193 1.298 -0.229
H 0.338 -0.152 3.115
H 0.821 1.540 3.104
H 1.738 -0.023 4.941
H 2.923 1.014 4.138
H 2.319 -1.851 3.250
H 3.744 -1.368 4.175
H 5.339 -1.810 1.962
H 5.541 -0.555 3.179
*
```

=====

[3]
The following is a quantum chemistry calculation of the molecule C18H20N2O3S, from the Open Molecules 2025 dataset.

The value obtained for the LUMO energy is 0.539 eV. Its structure (SMILES) is Cc1cc(C(=O)N2CCN(Cc3ccc4c(c3)OCO4)CC2)cs1. The HOMO-LUMO gap is 8.711 eV. The molar mass is 344.4 g/mol. As for the energy above the lowest of the compared OMol25 structures with the same formula, charge and spin: 53.3 kcal/mol. As for the strongest force on any atom: 1.3 eV Å⁻¹. The HOMO energy is -8.17 eV.

Geometry as ORCA input:
```
! wB97M-V def2-TZVPD RIJCOSX def2/J DEFGRID3
* xyz 0 1
C -2.406 -0.631 -5.975
C -1.627 -0.555 -4.712
C -0.837 0.452 -4.264
C -0.248 0.194 -2.995
C 0.721 1.141 -2.381
O 1.648 1.597 -3.028
N 0.526 1.467 -1.083
C -0.605 1.068 -0.273
C -0.849 2.141 0.792
N 0.277 2.311 1.693
C 0.147 1.687 3.002
C 0.142 0.175 2.994
C -1.037 -0.529 2.795
C -1.068 -1.919 2.700
C 0.131 -2.579 2.812
C 1.322 -1.884 3.030
C 1.353 -0.515 3.126
O 2.357 -2.776 3.122
C 1.782 -4.055 2.959
O 0.391 -3.922 2.760
C 1.551 2.035 1.044
C 1.477 2.357 -0.439
C -0.596 -1.030 -2.513
S -1.647 -1.875 -3.581
H -3.469 -0.753 -5.767
H -2.262 0.278 -6.554
H -2.085 -1.483 -6.574
H -0.662 1.364 -4.805
H -0.409 0.108 0.223
H -1.490 0.955 -0.904
H -1.033 3.098 0.289
H -1.742 1.892 1.365
H -0.778 2.062 3.448
H 0.986 2.047 3.604
H -1.970 0.009 2.720
H -1.989 -2.456 2.548
H 2.279 0.002 3.318
H 2.233 -4.554 2.087
H 1.969 -4.661 3.860
H 2.317 2.657 1.520
H 1.849 0.980 1.152
H 2.446 2.208 -0.921
H 1.184 3.403 -0.586
H -0.279 -1.511 -1.610
*
```

=====

[4]
The following is a quantum chemistry calculation of a cluster of 2 separate species, C6H16N2 in total, from the Open Molecules 2025 dataset.

The value obtained for the LUMO energy is 0.915 eV. Its structure (SMILES) is CC(C)=N.CCNC. The HOMO-LUMO gap is 9.602 eV. The molar mass is 116.2 g/mol. As for the energy above the lowest of the compared OMol25 structures with the same formula, charge and spin: 20.0 kcal/mol. As for the strongest force on any atom: 0.9 eV Å⁻¹. The HOMO energy is -8.69 eV.

Geometry as ORCA input:
```
! wB97M-V def2-TZVPD RIJCOSX def2/J DEFGRID3
* xyz 0 1
C -0.289 -2.252 0.995
C -0.349 -0.938 1.708
C 0.841 -0.617 2.573
N -1.360 -0.210 1.540
H -1.222 -2.428 0.468
H -0.112 -3.058 1.705
H 0.531 -2.248 0.279
H 0.905 -1.334 3.390
H 1.758 -0.693 1.991
H 0.766 0.386 2.990
H -1.350 0.673 2.047
C -1.085 -0.076 -1.981
C 0.358 0.391 -2.148
N 0.487 1.817 -1.897
C 0.373 2.177 -0.499
H -1.743 0.576 -2.547
H -1.187 -1.092 -2.354
H -1.386 -0.061 -0.937
H 1.014 -0.206 -1.487
H 0.672 0.215 -3.180
H 1.384 2.138 -2.251
H -0.633 1.946 -0.156
H 0.538 3.249 -0.396
H 1.090 1.645 0.147
*
```

=====

[5]
The following is a quantum chemistry calculation of a cluster of 2 separate species, C3H10N2O in total, from the Open Molecules 2025 dataset.

The value obtained for the LUMO energy is 0.771 eV. Its structure (SMILES) is C=CN.NCO. The HOMO-LUMO gap is 9.487 eV. The molar mass is 90.1 g/mol. As for the energy above the lowest of the compared OMol25 structures with the same formula, charge and spin: 55.2 kcal/mol. As for the strongest force on any atom: 2.8 eV Å⁻¹. The HOMO energy is -8.72 eV.

Geometry as ORCA input:
```
! wB97M-V def2-TZVPD RIJCOSX def2/J DEFGRID3
* xyz 0 1
C 1.534 -1.578 0.712
C 1.518 -1.276 -0.572
N 2.146 -0.131 -1.173
H 1.450 -2.635 1.000
H 1.798 -0.795 1.466
H 0.942 -1.999 -1.321
H 1.907 0.043 -2.186
H 2.111 0.773 -0.730
N -1.138 1.323 1.144
C -2.164 0.669 0.393
O -2.053 1.020 -1.025
H -0.156 1.167 0.937
H -1.258 2.325 1.248
H -2.154 -0.384 0.639
H -3.033 1.151 0.825
H -1.451 0.328 -1.357
*
```

=====

[6]
The following is a quantum chemistry calculation of the ion H2P4S3 with charge -2, from the Open Molecules 2025 dataset.

The value obtained for the LUMO energy is 5.522 eV. Its structure (SMILES) is [S-][PH]#[PH]P1#S#P1[S-]. The HOMO-LUMO gap is 5.517 eV. The molar mass is 222.1 g/mol. As for the energy above the lowest of the compared OMol25 structures with the same formula, charge and spin: 15.9 kcal/mol. As for the strongest force on any atom: 3.1 eV Å⁻¹. The HOMO energy is 0.01 eV.

Geometry as ORCA input:
```
! wB97M-V def2-TZVPD RIJCOSX def2/J DEFGRID3
* xyz -2 1
S 3.293 0.978 -0.228
P 1.360 0.892 -0.155
P 1.060 -1.294 0.327
P -1.140 -1.171 0.903
S -2.265 -1.698 -0.858
P -1.589 0.519 -0.451
S -2.885 1.705 0.333
H 0.976 0.827 -1.579
H 1.189 -0.758 1.708
*
```

=====

[7]
The following is a quantum chemistry calculation of a cluster of 4 separate species, C26H41F4IN2O9 in total, from the Open Molecules 2025 dataset.

The value obtained for the LUMO energy is -0.953 eV. Its structure (SMILES) is CNCc1cc(C(F)(F)C(F)F)c(CC(=O)I)c2c1C(=O)NC2=O.COCCOC.COCCOC.COCCOC. The HOMO-LUMO gap is 8.306 eV. The molar mass is 728.5 g/mol. As for the strongest force on any atom: 3.4 eV Å⁻¹. The HOMO energy is -9.26 eV.

Geometry as ORCA input:
```
! wB97M-V def2-TZVPD RIJCOSX def2/J DEFGRID3
* xyz 0 1
C 4.616 -1.800 0.678
N 4.057 -1.442 2.013
C 2.877 -0.555 1.908
C 1.681 -1.230 1.181
C 1.566 -2.671 1.224
C 0.440 -3.364 0.572
C 0.453 -4.912 0.675
F -0.178 -5.565 -0.356
F 1.799 -5.289 0.599
C -0.037 -5.387 2.113
F 1.114 -5.446 2.908
F -0.858 -4.460 2.703
C -0.569 -2.566 -0.099
C -1.813 -3.222 -0.774
C -1.661 -3.139 -2.337
O -2.654 -2.972 -2.970
I 0.206 -3.259 -3.411
C -0.435 -1.128 -0.153
C 0.689 -0.436 0.484
C 0.560 1.097 0.244
O 1.384 1.939 0.436
N -0.791 1.219 -0.276
C -1.311 -0.031 -0.820
O -2.180 -0.142 -1.623
H 4.017 -1.381 -0.172
H 5.656 -1.393 0.551
H 4.715 -2.917 0.622
H 4.768 -0.860 2.465
H 2.537 -0.369 2.969
H 3.087 0.452 1.464
H 2.333 -3.284 1.740
H -0.454 -6.424 2.124
H -2.693 -2.569 -0.520
H -2.066 -4.238 -0.393
H -1.304 1.508 0.569
C -1.997 6.150 -1.143
O -1.914 6.870 0.078
C -2.892 6.456 1.024
C -2.304 5.506 2.055
O -1.896 4.279 1.461
C -0.494 4.228 1.226
H -1.072 6.319 -1.696
H -2.113 5.075 -0.982
H -2.832 6.529 -1.740
H -3.751 6.002 0.520
H -3.243 7.357 1.537
H -3.080 5.265 2.790
H -1.471 5.974 2.590
H 0.033 4.030 2.166
H -0.117 5.154 0.786
H -0.298 3.415 0.539
C -5.338 1.081 6.474
O -4.850 2.398 6.682
C -3.442 2.434 6.878
C -2.710 2.837 5.608
O -2.862 1.860 4.585
C -3.853 2.217 3.632
H -6.347 1.157 6.066
H -4.721 0.518 5.771
H -5.390 0.552 7.431
H -3.078 1.471 7.251
H -3.246 3.186 7.649
H -1.640 2.906 5.828
H -3.044 3.820 5.259
H -3.454 2.973 2.949
H -4.761 2.597 4.107
H -4.109 1.326 3.057
C 5.673 -3.124 -8.110
O 4.382 -3.006 -8.690
C 3.447 -3.921 -8.132
C 2.559 -3.251 -7.095
O 3.308 -2.831 -5.959
C 3.610 -1.444 -5.989
H 6.244 -2.235 -8.379
H 5.632 -3.196 -7.021
H 6.183 -4.001 -8.521
H 3.961 -4.788 -7.705
H 2.818 -4.277 -8.954
H 1.823 -3.981 -6.742
H 2.013 -2.410 -7.533
H 2.725 -0.864 -5.709
H 3.959 -1.123 -6.974
H 4.399 -1.253 -5.261
*
```

=====

[8]
The following is a quantum chemistry calculation of the molecule C7H8, from the Open Molecules 2025 dataset.

The value obtained for the LUMO energy is -0.281 eV. The HOMO-LUMO gap is 7.859 eV. The molar mass is 92.1 g/mol. As for the energy above the lowest of the compared OMol25 structures with the same formula, charge and spin: 143.0 kcal/mol. As for the strongest force on any atom: 0.7 eV Å⁻¹. The HOMO energy is -8.14 eV.

Geometry as ORCA input:
```
! wB97M-V def2-TZVPD RIJCOSX def2/J DEFGRID3
* xyz 0 1
C 0.692 -1.157 -0.078
C 1.791 -1.710 0.517
C -0.536 -0.846 -0.322
C -1.777 -0.535 -0.577
C 2.177 -0.646 -0.393
C -2.838 -0.453 0.474
C 2.817 0.599 0.158
H -2.072 -0.322 -1.598
H 2.283 -0.747 -1.473
H -3.707 -1.040 0.179
H -3.160 0.582 0.605
H -2.459 -0.825 1.423
H 3.221 0.418 1.154
H 2.084 1.405 0.233
H 3.615 0.927 -0.505
*
```

=====

- molar mass of number 2 (C48H55N7P2STi)?
  871.9 g/mol

=====

- What is the formula in the seventh record?
  C26H41F4IN2O9